C23H13BaCl6N3O14 | the ωB97M-V functional and the def2-TZVPD basis

Atoms and positions in Å:
1 Ba 0.736 0.364 0.147
2 O -2.642 1.229 2.507
3 C -2.037 1.286 1.364
4 O -1.086 2.004 1.082
5 C -2.635 0.337 0.321
6 O -1.796 0.193 -0.804
7 C -1.924 1.247 -1.753
8 C -0.589 1.438 -2.543
9 O -0.687 1.759 -3.726
10 O 0.457 1.285 -1.847
11 H -1.981 1.549 3.356
12 H -3.639 0.683 0.048
13 H -2.724 -0.638 0.796
14 H -2.120 2.198 -1.246
15 H -2.739 1.035 -2.451
16 O 1.206 2.413 6.021
17 C 1.206 2.037 4.863
18 C 0.048 1.566 4.082
19 O -1.163 1.837 4.343
20 C 0.549 0.772 2.998
21 C 1.902 1.219 2.743
22 O 2.518 0.969 1.684
23 C 2.383 1.963 3.931
24 O 3.486 2.433 4.120
25 O -0.044 -0.115 2.319
26 O 3.760 -3.172 -4.066
27 C 2.706 -3.917 -4.291
28 O 2.679 -4.760 -5.167
29 C 1.539 -3.681 -3.397
30 C 0.311 -4.303 -3.485
31 Cl -0.142 -5.469 -4.639
32 N -0.489 -3.813 -2.493
33 N 0.191 -2.896 -1.773
34 C 1.391 -2.797 -2.295
35 C 2.410 -1.859 -1.681
36 O 3.536 -1.815 -2.227
37 O 2.064 -1.234 -0.655
38 C -1.820 -4.132 -2.085
39 C -2.340 -3.458 -0.979
40 C -3.611 -3.755 -0.523
41 C -4.387 -4.713 -1.160
42 C -3.882 -5.358 -2.274
43 C -2.604 -5.080 -2.737
44 H 3.640 -2.560 -3.236
45 H -1.738 -2.715 -0.481
46 H -3.988 -3.236 0.346
47 H -5.381 -4.945 -0.796
48 H -4.479 -6.097 -2.794
49 H -2.231 -5.606 -3.595
50 Cl 1.692 -2.131 4.114
51 C 2.160 -2.328 2.425
52 Cl 1.020 -3.341 1.543
53 H 3.139 -2.792 2.402
54 H 2.164 -1.355 1.946
55 Cl -4.067 -2.904 5.277
56 C -2.329 -2.668 4.952
57 Cl -1.470 -4.151 5.419
58 Cl -1.734 -1.280 5.863
59 C -2.172 -2.453 3.521
60 N -2.143 -2.359 2.379

strongest force on any atom	0.076	hartree/bohr
HOMO	-2.67	eV
gap between HOMO and LUMO	6.1	eV
net charge	-2
energy relative to the best compared isomer or geometry (same formula, charge and spin)	2.768	eV